(1)
This record from the Open Molecules 2025 dataset describes a molecular structure, C49H40ClIN6O2RuTe at a distorted geometry. The level of theory is ωB97M-V/def2-TZVPD.

Structure (XYZ):
```
101
Properties=species:S:1:pos:R:3:mulliken_spin:R:1
Ru 8.865 14.111 12.729 1.038
C 8.972 8.708 11.324 0.062
C 7.754 9.000 11.912 -0.035
C 7.558 10.171 12.605 0.070
C 8.637 11.029 12.881 -0.076
C 9.881 10.669 12.360 0.063
C 10.057 9.531 11.565 -0.039
N 8.444 12.310 13.427 0.303
C 7.576 12.387 14.470 0.113
C 7.324 11.397 15.401 0.005
C 6.459 11.589 16.456 0.090
C 5.814 12.836 16.653 0.027
C 6.050 13.856 15.698 0.107
C 6.915 13.647 14.610 -0.009
N 7.197 14.563 13.675 0.313
N 6.548 15.707 13.500 0.357
C 7.221 16.441 12.541 -0.051
C 6.739 17.733 12.215 0.072
C 7.366 18.436 11.219 -0.012
C 8.420 17.887 10.498 0.095
C 8.891 16.636 10.898 -0.012
N 8.389 16.026 11.988 0.085
H 9.108 7.912 10.615 0.004
H 6.956 8.317 11.749 -0.001
H 6.571 10.375 12.938 0.000
H 10.747 11.284 12.661 0.011
H 10.997 9.299 11.131 -0.001
H 7.776 10.439 15.225 0.000
H 6.035 10.843 17.128 0.010
H 5.201 13.036 17.522 0.003
H 5.629 14.837 15.809 0.005
H 5.860 18.123 12.648 0.001
H 7.090 19.370 10.927 0.000
H 8.820 18.360 9.609 0.001
H 9.708 16.126 10.418 0.006
Cl 8.257 11.943 5.980 0.000
C 8.826 12.480 7.577 0.002
C 10.153 12.475 7.836 0.000
C 10.671 12.802 9.073 -0.007
I 12.745 12.781 9.349 0.001
C 9.893 13.243 10.131 0.016
O 10.334 13.754 11.316 0.080
C 8.461 13.154 9.849 -0.027
N 7.677 13.518 10.896 0.007
C 6.398 13.428 10.872 -0.023
C 5.690 12.994 9.717 0.002
C 6.488 12.654 8.686 -0.001
C 7.940 12.741 8.665 0.000
H 10.883 12.307 7.003 0.000
H 5.811 13.780 11.717 0.004
H 4.619 12.917 9.746 0.001
H 6.130 12.281 7.732 0.000
C 11.702 19.902 19.915 -0.002
C 11.350 19.286 18.580 0.028
C 12.371 18.804 17.783 -0.018
C 12.086 18.217 16.511 -0.018
C 13.194 17.606 15.685 0.014
C 10.731 18.171 16.105 0.054
Te 10.028 17.027 14.501 0.450
N 10.178 14.531 14.076 0.623
C 11.171 13.740 14.634 0.078
O 11.553 12.750 14.063 0.162
C 11.865 14.142 15.885 -0.053
C 13.150 13.684 16.080 -0.003
C 13.862 14.084 17.236 0.004
C 13.316 14.801 18.253 -0.002
C 11.981 15.214 18.049 0.014
C 11.254 14.833 16.888 0.018
C 11.300 17.369 12.886 0.108
C 11.916 16.317 12.236 0.014
C 12.559 16.576 11.034 -0.004
C 12.764 17.878 10.627 0.003
C 12.291 18.948 11.334 0.007
C 11.482 18.683 12.459 -0.081
C 10.835 19.856 13.138 0.041
C 9.703 18.719 16.839 -0.060
C 8.220 18.812 16.398 0.028
C 10.069 19.309 18.049 -0.020
H 11.955 19.031 20.613 0.003
H 10.950 20.593 20.321 0.000
H 12.678 20.394 19.802 0.001
H 13.409 18.755 18.041 -0.001
H 14.033 17.332 16.302 0.001
H 13.482 18.309 14.885 0.003
H 12.899 16.707 15.145 -0.002
H 13.617 13.036 15.349 0.002
H 14.860 13.712 17.253 0.000
H 13.845 15.020 19.184 0.000
H 11.485 15.749 18.809 0.000
H 10.238 15.146 16.810 -0.032
H 11.806 15.327 12.577 -0.003
H 12.972 15.725 10.487 0.000
H 13.268 17.991 9.686 0.000
H 12.599 19.951 11.208 0.000
H 11.055 20.739 12.550 0.003
H 11.107 20.073 14.221 -0.002
H 9.760 19.685 13.187 -0.015
H 8.069 19.504 15.534 -0.008
H 7.603 19.200 17.207 0.001
H 7.833 17.916 16.024 0.002
H 9.268 19.761 18.670 0.001
```

Values from the calculation:
Net charge ... 0
Multiplicity ... 5
HOMO energy (spin up / spin down) ... -0.2340 / -0.2727 hartree
Energy above the lowest of the compared OMol25 structures with the same formula, charge and spin ... 31.4 kJ/mol



(2)
This record from the Open Molecules 2025 dataset describes a molecular structure, C49H42ClMnN3O3P2S3. The level of theory is ωB97M-V/def2-TZVPD.

Structure (XYZ):
```
104
Properties=species:S:1:pos:R:3:mulliken_spin:R:1
Mn -0.709 0.124 -0.586 1.039
O -1.402 -3.280 1.054 0.007
S -0.468 -2.103 1.045 0.022
C -0.649 -1.353 2.671 -0.021
C -1.048 -2.213 3.686 -0.005
C -1.213 -1.726 4.969 0.002
C -0.975 -0.383 5.227 -0.003
C -0.624 0.467 4.196 0.012
C -0.480 0.014 2.886 0.002
P -0.229 1.216 1.491 0.024
C -1.307 2.643 1.901 -0.008
C -1.048 3.512 2.960 -0.001
C -1.888 4.582 3.215 0.000
C -2.988 4.811 2.399 -0.001
C -3.237 3.967 1.329 0.000
C -2.402 2.889 1.086 0.003
C 1.381 1.953 1.989 0.001
C 1.765 3.175 1.438 -0.007
C 2.963 3.764 1.797 0.002
C 3.795 3.153 2.725 -0.002
C 3.421 1.944 3.287 0.001
C 2.224 1.347 2.914 -0.002
C 1.162 -2.845 1.170 -0.008
C 1.340 -3.921 2.030 0.000
C 2.576 -4.535 2.099 0.000
C 3.622 -4.080 1.300 0.000
C 3.423 -3.028 0.425 0.002
C 2.181 -2.397 0.338 0.029
P 1.849 -1.032 -0.857 0.030
C 1.856 -1.873 -2.474 -0.025
C 1.640 -1.057 -3.586 0.010
C 1.621 -1.600 -4.859 0.002
C 1.792 -2.966 -5.034 -0.002
C 1.985 -3.783 -3.931 0.001
C 2.021 -3.239 -2.656 -0.002
C 3.534 -0.286 -0.875 -0.003
C 4.329 -0.178 -2.007 -0.002
C 5.587 0.406 -1.928 0.000
C 6.070 0.881 -0.721 0.000
C 5.285 0.764 0.421 0.000
C 4.033 0.185 0.339 -0.002
H -1.258 -3.245 3.446 0.001
H -1.532 -2.390 5.761 0.000
H -1.095 0.010 6.226 0.000
H -0.494 1.518 4.409 0.000
H -0.164 3.386 3.571 -0.001
H -1.674 5.245 4.042 0.000
H -3.643 5.648 2.595 0.000
H -4.088 4.139 0.685 0.000
H -2.611 2.214 0.270 0.005
H 1.120 3.671 0.725 0.000
H 3.245 4.709 1.355 0.000
H 4.725 3.622 3.012 0.000
H 4.057 1.459 4.015 0.000
H 1.950 0.402 3.363 -0.001
H 0.511 -4.280 2.622 0.000
H 2.726 -5.370 2.769 0.000
H 4.592 -4.555 1.353 0.000
H 4.236 -2.692 -0.206 -0.001
H 1.469 0.006 -3.452 -0.007
H 1.454 -0.956 -5.711 0.000
H 1.766 -3.394 -6.026 0.000
H 2.105 -4.850 -4.060 0.000
H 2.159 -3.893 -1.805 0.000
H 3.979 -0.538 -2.965 0.000
H 6.188 0.487 -2.824 0.000
H 7.048 1.334 -0.666 0.000
H 5.642 1.131 1.373 0.000
H 3.432 0.102 1.236 -0.001
S 0.347 3.664 -3.232 -0.001
C 1.783 3.290 -2.382 -0.007
C 1.625 2.227 -1.545 -0.004
C 0.309 1.632 -1.555 -0.064
C -0.456 2.359 -2.442 0.008
C -1.875 2.094 -2.564 -0.006
C -2.752 2.764 -3.420 0.007
C -4.090 2.437 -3.394 -0.002
C -4.529 1.440 -2.522 0.004
C -3.599 0.811 -1.716 -0.006
N -2.298 1.126 -1.725 0.026
H 2.672 3.871 -2.537 0.000
H 2.446 1.894 -0.925 -0.001
H -2.377 3.531 -4.079 0.001
H -4.787 2.953 -4.039 0.000
H -5.567 1.157 -2.453 0.000
H -3.884 0.028 -1.029 -0.002
C -5.040 -2.398 -3.218 0.000
N -3.689 -1.896 -3.142 -0.001
C -2.787 -2.253 -2.220 -0.001
N -3.140 -3.127 -1.282 0.000
S -1.191 -1.657 -2.364 0.002
H -5.526 -1.944 -4.077 0.000
H -5.609 -2.139 -2.323 0.000
H -5.049 -3.481 -3.350 0.000
H -3.362 -1.225 -3.819 0.000
H -4.112 -3.329 -1.125 0.000
H -2.470 -3.319 -0.523 0.001
Cl -5.627 -1.447 0.490 0.000
C -4.312 -1.526 1.729 0.003
C -3.279 -0.408 1.545 0.005
O -3.273 0.492 2.372 -0.002
O -2.496 -0.545 0.554 -0.046
H -3.838 -2.502 1.636 0.000
H -4.805 -1.410 2.689 -0.001
```

Values from the calculation:
Net charge ... 0
Multiplicity ... 2
HOMO energy (spin up / spin down) ... -0.2685 / -0.2569 hartree
Energy above the lowest of the compared OMol25 structures with the same formula, charge and spin ... 43.6 kJ/mol